No. 1
Formula: C7H13N4
Source: the OMol25 dataset
Level of theory: ωB97M-V/def2-TZVPD

Element x y z (Å)
1 C -0.13146 1.60375 -1.01210
2 C 0.86521 0.82355 -0.72020
3 C -0.28272 -2.09753 2.48501
4 C 0.85534 -1.09230 0.97215
5 C -1.45121 1.07295 -0.53734
6 C 2.32837 0.91981 -0.94034
7 C -2.51756 0.88994 -1.62993
8 N -1.36983 -1.69458 2.82655
9 N 2.12274 -1.38145 1.15385
10 N 0.33809 -0.28048 0.09788
11 N -1.06809 -0.25298 0.07236
12 H -0.22010 2.49797 -1.67826
13 H 0.48275 -2.89717 2.75378
14 H -1.85928 1.65549 0.37388
15 H 2.53373 1.71344 -1.66889
16 H 2.49193 -0.05051 -1.34629
17 H 2.89282 1.20628 0.05954
18 H -2.06072 1.19113 -2.60532
19 H -3.51593 1.26140 -1.50035
20 H -2.85867 -0.18266 -1.68739
21 H -1.43044 -0.82167 2.28684
22 H 2.82936 -0.90688 0.76725
23 H 2.35732 -2.08449 1.78500
24 H -1.33165 -1.09300 -0.30765

Forces on the atoms, in the same order (eV/Å):
C -2.2051 1.5670 -1.5281
C 0.6975 -0.2029 1.2993
C 3.2680 -0.5255 -1.6979
C -1.5316 -1.3827 1.9093
C -1.4539 -0.6889 1.9878
C -0.0621 1.2563 1.6532
C 0.3901 -1.5842 -0.9231
N 0.7140 0.5747 -0.1957
N -2.9150 -0.6692 0.6207
N 0.5868 0.2317 0.3389
N 0.7140 2.8010 1.6509
H 0.8337 -0.8248 0.8722
H -1.4584 0.9208 -0.2304
H 0.5993 -0.3720 -1.6451
H 0.0489 -0.3893 0.1790
H 1.5245 -0.7078 -0.3313
H -0.9718 -0.9080 -2.0592
H -0.8206 -0.3223 0.6530
H -0.0474 1.3932 0.3723
H 1.0826 0.5710 -0.1873
H -1.3098 0.2455 -0.1450
H 3.2427 2.0232 -1.9163
H 0.4164 -1.1207 1.1707
H -1.3429 -1.8859 -1.8480

The calculation puts the electronic energy at -13419.1567 eV. The calculation puts the frontier orbital gap at 9.3 eV. The LUMO energy comes out at -3.4 eV. Its total charge is +1. Its spin multiplicity is 1. Its HOMO energy is -12.6 eV. As for the energy above the lowest of the compared OMol25 structures with the same formula, charge and spin: 534.2 kJ/mol.

No. 2
Formula: C27H49BIrN6O4S4Si
Source: the OMol25 dataset
Level of theory: ωB97M-V/def2-TZVPD

Element x y z (Å)
1 Ir 0.24095 -1.62942 1.05143
2 C 1.92072 -1.64108 -2.36665
3 C 2.41664 -0.82648 -1.22025
4 C 3.55597 -0.00924 -1.27102
5 C 3.72410 0.49580 -0.00252
6 C 4.78275 1.40457 0.52676
7 N 2.71429 0.02637 0.74902
8 N 1.89485 -0.76240 0.00792
9 B 2.53306 0.06119 2.26206
10 N 2.53459 -1.40374 2.79333
11 N 1.66663 -2.35588 2.32642
12 C 1.96049 -3.49889 2.94361
13 C 1.27089 -4.79183 2.70906
14 C 3.01925 -3.27967 3.83480
15 C 3.35290 -1.95181 3.70592
16 C 4.41605 -1.17094 4.40570
17 N 1.20152 0.70927 2.63821
18 N 0.07156 -0.00914 2.43545
19 C -0.90961 0.60903 3.09776
20 C -2.30237 0.11285 3.28152
21 C -0.39675 1.77382 3.68673
22 C 0.94686 1.79401 3.38578
23 C 1.99615 2.78558 3.76170
24 H 2.41732 -1.29087 -3.26930
25 H 0.84833 -1.56107 -2.50607
26 H 2.16539 -2.69287 -2.23289
27 H 4.18778 0.15526 -2.12864
28 H 5.47807 1.64770 -0.27541
29 H 5.34383 0.94457 1.34113
30 H 4.35854 2.33583 0.90521
31 H 3.42527 0.68833 2.75542
32 H 0.84709 -4.83807 1.71243
33 H 0.46290 -4.93881 3.42616
34 H 1.98799 -5.60750 2.81544
35 H 3.48725 -4.01005 4.47334
36 H 4.92405 -1.81661 5.12063
37 H 3.99769 -0.32078 4.94615
38 H 5.15684 -0.78195 3.70564
39 H -2.71784 -0.31666 2.37662
40 H -2.92921 0.94072 3.61376
41 H -2.32599 -0.66917 4.04070
42 H -0.94434 2.48832 4.27873
43 H 1.53552 3.60222 4.31562
44 H 2.48452 3.20195 2.87958
45 H 2.77137 2.33892 4.38601
46 S -1.57423 -2.61108 2.19296
47 S -1.85114 -4.64077 1.72042
48 S -0.91765 -4.98973 -0.09699
49 S 0.43551 -3.41189 -0.47203
50 C -3.23111 -2.48803 -1.50399
51 C -3.23365 -1.50081 -2.65627
52 C -3.25620 -2.24259 -3.98772
53 C -4.43854 -0.56694 -2.55458
54 O -2.03480 -0.72539 -2.68692
55 Si -1.33328 0.24643 -1.55757
56 O -0.95167 -0.38984 -0.16198
57 O 0.00936 0.87151 -2.31062
58 C 0.17279 1.61498 -3.51620
59 C -0.44710 3.00534 -3.39381
60 C -0.43589 0.88172 -4.71001
61 C 1.67954 1.76654 -3.71368
62 O -2.37547 1.54379 -1.44895
63 C -2.57454 2.46676 -0.38461
64 C -3.55670 1.84729 0.59567
65 C -3.18198 3.72248 -1.00229
66 C -1.25360 2.79975 0.31069
67 H -4.18881 -3.01287 -1.46003
68 H -3.06499 -1.98734 -0.54848
69 H -2.43787 -3.21968 -1.62752
70 H -4.10981 -2.92261 -4.03656
71 H -2.33986 -2.82502 -4.09309
72 H -3.31787 -1.53654 -4.81902
73 H -5.36302 -1.14815 -2.52399
74 H -4.47257 0.11326 -3.40880
75 H -4.37767 0.03665 -1.64938
76 H -1.50910 2.93061 -3.17604
77 H -0.31312 3.55162 -4.33097
78 H 0.03711 3.56852 -2.59296
79 H -1.52160 0.83793 -4.63364
80 H -0.06805 -0.14435 -4.75110
81 H -0.16305 1.39770 -5.63440
82 H 2.13301 2.16228 -2.80313
83 H 1.88645 2.44888 -4.54170
84 H 2.14077 0.80635 -3.93684
85 H -4.52291 1.68762 0.11179
86 H -3.70106 2.48294 1.47306
87 H -3.16207 0.88680 0.90629
88 H -4.08700 3.46161 -1.55379
89 H -2.48127 4.19636 -1.69070
90 H -3.44067 4.44341 -0.22286
91 H -0.77342 1.88728 0.66954
92 H -1.43109 3.45293 1.16880
93 H -0.57401 3.30291 -0.37902

Forces on the atoms, in the same order (eV/Å):
Ir -0.0896 0.1264 -0.3225
C 0.0148 0.1068 -0.0118
C -0.1550 0.2112 0.0130
C 0.1477 -0.1857 0.0589
C -0.0600 0.0026 -0.0028
C 0.0095 0.0108 -0.0154
N -0.0479 0.0352 -0.0553
N 0.1679 -0.0489 -0.0240
B 0.0898 -0.1011 0.0448
N -0.0883 0.1153 -0.0559
N 0.1507 -0.1811 0.2822
C -0.0375 0.0663 -0.0679
C 0.0190 -0.0144 0.0076
C 0.0940 0.0063 -0.0209
C 0.0767 0.1286 0.0511
C 0.0150 -0.0315 0.0156
N -0.0422 -0.0465 -0.0512
N -0.0421 0.1457 0.0568
C 0.0415 0.0189 -0.0471
C 0.0049 0.0593 -0.0411
C 0.0180 -0.0584 0.1418
C 0.0127 -0.0150 -0.0247
C -0.0075 0.0164 0.0123
H 0.0211 0.0382 -0.0773
H -0.0909 0.0166 0.0326
H 0.0477 -0.0046 0.0128
H -0.0347 0.0235 0.0069
H 0.0036 0.0071 0.0018
H -0.0037 -0.0154 -0.0064
H -0.0090 -0.0004 0.0049
H 0.0289 -0.0838 0.0345
H 0.0544 -0.0211 0.0224
H 0.0003 0.0115 -0.0313
H 0.0116 0.0089 0.0456
H -0.0072 -0.0077 -0.0035
H 0.0041 -0.0012 -0.0007
H -0.0051 -0.0066 0.0026
H -0.0022 -0.0081 -0.0042
H 0.0163 -0.0203 -0.0251
H -0.0198 -0.0022 -0.0286
H 0.0196 0.0184 0.0321
H -0.0086 0.0080 -0.0155
H 0.0099 0.0065 0.0021
H -0.0078 -0.0054 -0.0067
H -0.0103 -0.0134 0.0028
S -0.2479 -0.0665 -0.3511
S 0.2587 0.1548 0.2404
S -0.2164 0.2828 -0.2606
S -0.0394 -0.2171 0.1990
C 0.0252 0.0260 0.1197
C -0.0677 0.2162 -0.1341
C -0.0348 -0.0638 -0.0055
C -0.0385 0.0134 0.0185
O 0.1293 -0.0329 0.0999
Si 0.1946 0.1812 0.0464
O -0.3582 -0.4188 -0.0354
O 0.0703 -0.0815 -0.1068
C 0.0363 -0.0847 0.1086
C -0.0022 -0.0072 -0.0260
C 0.0109 -0.0034 0.0106
C -0.0280 0.0705 -0.0173
O -0.1480 -0.1045 0.1485
C 0.1374 0.0309 -0.0869
C -0.0487 0.0109 0.0034
C 0.0089 0.0478 0.0169
C -0.0199 -0.0037 0.0545
H 0.0163 -0.0271 -0.0111
H 0.0011 0.0256 0.0191
H 0.1066 -0.0736 0.0256
H -0.0126 0.0127 -0.0116
H -0.0064 -0.0114 0.0127
H 0.0124 0.0038 0.0177
H -0.0094 -0.0075 -0.0521
H 0.0209 0.0029 0.0120
H -0.0064 -0.0423 -0.0030
H -0.0127 -0.0211 -0.0251
H 0.0172 0.0184 0.0038
H -0.0133 -0.0121 0.0100
H -0.0057 0.0180 0.0215
H 0.0268 -0.0020 0.0053
H -0.0068 -0.0157 -0.0127
H -0.0215 -0.0116 -0.0182
H 0.0098 0.0034 -0.0122
H 0.0122 -0.0705 0.0198
H 0.0056 0.0130 0.0024
H -0.0035 -0.0117 0.0065
H -0.0131 -0.0993 0.0523
H -0.0055 -0.0056 -0.0001
H -0.0034 -0.0030 0.0233
H -0.0072 -0.0008 0.0034
H -0.0334 0.0321 -0.0329
H 0.0010 0.0369 -0.0210
H -0.0011 -0.0181 -0.0233

The calculation puts the electronic energy at -100672.7959 eV. The calculation puts the frontier orbital gap at 5.7 eV. The LUMO energy comes out at 2.3 eV. Its total charge is -1. Its spin multiplicity is 1. Its HOMO energy is -3.4 eV.

No. 3
Formula: C33H32CdN4O3Te4
Source: the OMol25 dataset
Level of theory: ωB97M-V/def2-TZVPD

Element x y z (Å)
1 Cd -1.22261 1.43366 -0.73634
2 C 4.86473 -1.58854 2.65030
3 O 3.98797 -2.51995 3.29203
4 C 3.29927 -3.34792 2.43425
5 C 3.64062 -4.68698 2.37511
6 C 2.93890 -5.55663 1.55077
7 C 1.88094 -5.07204 0.79619
8 C 1.51775 -3.73584 0.86828
9 C 2.22650 -2.84891 1.67950
10 N 1.89122 -1.50993 1.82584
11 C 1.36755 -0.61671 0.87999
12 N 1.51550 -1.04138 -0.39994
13 C 1.29874 -0.41329 -1.65950
14 C 0.58585 0.76570 -1.89819
15 C 0.52326 1.15778 -3.24600
16 C 1.12261 0.46677 -4.28745
17 C 1.80276 -0.71369 -4.01766
18 C 1.87653 -1.14465 -2.71097
19 O 2.53946 -2.34112 -2.40547
20 C 1.79712 -3.49197 -2.77003
21 N 0.87058 0.50590 1.23244
22 C 0.85761 0.82388 2.59838
23 C -0.24626 0.54323 3.40322
24 C -0.26803 0.91341 4.73889
25 C 0.81826 1.57175 5.29886
26 C 1.92892 1.84598 4.51588
27 C 1.95887 1.46991 3.18087
28 O 3.11980 1.67781 2.46916
29 C 3.01393 2.65202 1.42185
30 H 5.49415 -1.17398 3.43446
31 H 4.31990 -0.77779 2.16528
32 H 5.48681 -2.10260 1.91275
33 H 4.47073 -5.02926 2.98023
34 H 3.21743 -6.60128 1.50054
35 H 1.31314 -5.73976 0.16076
36 H 0.66156 -3.36989 0.31689
37 H 2.07937 -1.09880 2.72770
38 H 2.08240 -1.86911 -0.50542
39 H -0.02422 2.06266 -3.49322
40 H 1.03832 0.82804 -5.30600
41 H 2.27475 -1.29747 -4.79946
42 H 2.43959 -4.35648 -2.60341
43 H 1.49810 -3.45308 -3.82004
44 H 0.89393 -3.58721 -2.15695
45 H -1.09586 0.05406 2.94612
46 H -1.14299 0.69482 5.33803
47 H 0.79481 1.88858 6.33393
48 H 2.79354 2.35582 4.92190
49 H 4.01669 2.76160 1.01166
50 H 2.67446 3.60833 1.82698
51 H 2.32641 2.32095 0.64332
52 Te -0.25844 3.92560 0.39462
53 Te 0.15824 6.43553 1.17439
54 Te -2.71700 6.58897 -2.09381
55 Te -1.93985 4.03868 -1.80670
56 C -3.57015 3.13999 3.49216
57 C -2.54544 3.86961 2.63296
58 C -1.94607 2.96466 1.59580
59 N -2.19964 1.82524 1.23397
60 H -4.12665 3.84515 4.11355
61 H -3.08349 2.41270 4.14394
62 H -4.26929 2.59240 2.86026
63 H -1.74081 4.30209 3.23397
64 H -3.00114 4.71045 2.10075
65 C -2.81840 0.48214 -1.97604
66 C -3.61275 0.27974 -2.88051
67 C -4.53635 0.02316 -3.94082
68 C -4.08250 -0.35329 -5.21175
69 C -4.97261 -0.57925 -6.24908
70 C -6.34038 -0.44014 -6.04769
71 C -6.80504 -0.07709 -4.78983
72 C -5.91775 0.15003 -3.74998
73 H -3.01654 -0.46025 -5.36704
74 H -4.59537 -0.86216 -7.22514
75 H -7.03431 -0.60311 -6.86362
76 H -7.86946 0.03607 -4.61918
77 H -6.28017 0.43664 -2.77147

Forces on the atoms, in the same order (eV/Å):
Cd -0.1178 -2.0438 -0.2490
C 0.0239 0.0041 -0.0433
O -0.0420 -0.0258 -0.0020
C 0.0319 0.0022 -0.0051
C 0.0046 0.0052 -0.0077
C -0.0086 0.0077 -0.0295
C 0.0167 -0.0126 0.0234
C -0.0224 -0.0254 0.0397
C 0.0411 0.0022 0.0094
N -0.1086 -0.0144 0.0697
C 0.1793 0.0432 -0.0117
N -0.1418 -0.0571 -0.0803
C 0.0913 0.0609 0.0324
C -0.3912 -0.3188 0.0482
C 0.1589 0.2162 0.0505
C 0.0489 -0.0418 0.0343
C 0.0055 0.0322 0.0005
C -0.0027 0.0371 0.0381
O 0.0772 0.0192 -0.1129
C -0.0330 -0.0102 0.0388
N -0.1101 -0.0045 -0.0440
C 0.0094 0.0501 -0.0177
C -0.0075 0.0362 -0.0149
C 0.0091 -0.0149 -0.0227
C -0.0252 0.0306 -0.0089
C 0.0209 -0.0086 0.0184
C 0.0394 0.0158 -0.0535
O -0.0234 -0.0902 0.0908
C 0.0367 0.0100 -0.0386
H -0.0101 0.0098 0.0007
H -0.0245 0.0007 -0.0023
H 0.0123 -0.0114 0.0175
H -0.0006 0.0050 0.0105
H -0.0037 -0.0030 0.0061
H 0.0027 -0.0011 -0.0122
H 0.0118 -0.0119 0.0106
H 0.0001 -0.0137 0.0034
H 0.0276 0.0744 -0.0209
H -0.0559 -0.0531 0.0078
H 0.0174 0.0092 -0.0016
H 0.0029 -0.0128 -0.0026
H -0.0044 0.0039 0.0213
H 0.0140 -0.0018 -0.0123
H -0.0102 0.0134 -0.0278
H -0.0342 0.0539 -0.0285
H -0.0135 0.0075 0.0085
H 0.0121 -0.0240 0.0157
H 0.0056 0.0079 -0.0076
H -0.0044 0.0081 0.0045
H 0.0050 0.0144 -0.0134
H 0.0392 -0.0077 0.0198
Te 0.4105 1.5353 0.6286
Te 0.1597 -0.0445 -0.0035
Te -0.0225 -0.1445 0.1176
Te -0.1896 0.8806 -0.6698
C -0.0013 -0.0092 -0.0180
C 0.1169 0.0307 0.0015
C -0.5135 -0.7150 0.2501
N 0.3274 0.5552 -0.0077
H 0.0161 0.0049 0.0137
H 0.0196 -0.0215 -0.0063
H -0.0200 0.0250 0.0025
H -0.0142 0.0240 -0.0051
H 0.0358 0.0100 -0.0104
C -0.0518 0.0675 -0.0658
C -0.0371 -0.2039 0.0396
C 0.0406 0.0217 0.0154
C -0.0041 -0.0178 -0.0325
C -0.0063 -0.0089 0.0069
C 0.0082 0.0107 -0.0037
C 0.0007 -0.0131 -0.0080
C -0.0399 -0.0015 -0.0047
H 0.0004 0.0262 0.0058
H 0.0018 0.0032 -0.0032
H -0.0041 -0.0172 0.0056
H -0.0004 0.0054 0.0051
H 0.0172 0.0239 -0.0034

The calculation puts the electronic energy at -80578.0935 eV. The calculation puts the frontier orbital gap at 4.7 eV. The LUMO energy comes out at 3.7 eV. Its total charge is -2. Its spin multiplicity is 1. Its HOMO energy is -1.0 eV. As for the energy above the lowest of the compared OMol25 structures with the same formula, charge and spin: 214.9 kJ/mol.

No. 4
Formula: C4H8FNOS
Source: the OMol25 dataset
Level of theory: ωB97M-V/def2-TZVPD

Element x y z (Å)
1 O -3.12207 -1.02937 0.30463
2 C -2.67096 0.04738 -0.14850
3 N -1.64109 0.26159 -1.15633
4 S -0.36631 1.56560 -0.96405
5 C 0.55325 1.08948 0.57461
6 C 1.69795 0.11265 0.31587
7 C 1.14208 -1.14608 -0.17231
8 F 0.75187 -1.22449 -1.53626
9 H -2.97578 1.17197 0.12121
10 H -1.20635 -0.69509 -1.18087
11 H 0.83928 2.03499 1.10421
12 H -0.16577 0.77865 1.41123
13 H 2.34213 0.46005 -0.39115
14 H 2.31352 -0.11631 1.23396
15 H 0.50473 -1.48096 0.61789
16 H 2.00351 -1.83006 -0.13413

Forces on the atoms, in the same order (eV/Å):
O 1.8727 3.7160 -2.0186
C -0.3231 1.3102 0.7264
N 0.5792 -2.2605 2.0748
S -1.6700 -1.5090 0.8969
C -0.8769 1.1964 1.7645
C -1.7023 0.7632 2.0948
C 2.7309 -2.5138 -0.3498
F -0.4272 0.4088 1.4856
H -0.1940 -2.3878 0.1627
H 0.0243 1.2860 -0.9212
H 0.3332 -0.3339 -1.1099
H 0.6287 -0.4006 -1.5142
H 1.9481 1.4553 -1.9515
H -0.8371 0.2510 -0.7191
H -1.7185 -0.7038 -0.5015
H -0.3679 -0.2772 -0.1197

The calculation puts the electronic energy at -21366.1130 eV. The calculation puts the frontier orbital gap at 10.1 eV. The structure (SMILES) is O=CNSCCCF. The LUMO energy comes out at 0.5 eV. Its spin multiplicity is 1. Its HOMO energy is -9.6 eV. As for the energy above the lowest of the compared OMol25 structures with the same formula, charge and spin: 151.2 kJ/mol.